16
Properties=species:S:1:pos:R:3:forces:R:3 method="wB97M-V/def2-TZVPD" e_homo_ha=-0.3155 fmax_ev_per_a=4.569 charge=0
O 0.23708 -2.59366 0.90594 0.286 1.459 -0.193
C 0.63988 -1.51419 1.34989 -0.597 -3.327 0.357
C -0.26540 -0.51306 1.79623 0.860 4.474 0.354
C -0.17877 -1.10697 -2.50098 -1.315 1.343 0.119
C -0.32539 0.22648 -2.48645 0.555 -0.530 0.061
S -0.27223 2.71405 0.14705 -0.966 -1.527 1.416
N 0.28066 0.57018 2.50310 -1.303 -3.257 -0.297
H 1.62057 -1.48926 1.80156 0.898 0.611 -0.321
H -1.25503 -0.29021 1.41449 -0.602 -1.344 0.391
H -0.91388 -1.69312 -3.04618 0.697 -0.226 -0.486
H 0.46423 -1.58946 -1.80057 0.185 -0.428 0.426
H -0.87503 0.74602 -3.27088 -0.318 -0.140 0.428
H 0.12401 0.84138 -1.69859 0.203 -0.151 -0.690
H 0.75244 3.45037 -0.12026 1.270 0.846 -0.254
H -0.43917 0.83367 3.16230 -0.338 0.907 -0.176
H 0.40605 1.40780 1.84334 0.484 1.290 -1.132


62
Properties=species:S:1:pos:R:3:forces:R:3 method="wB97M-V/def2-TZVPD" e_homo_ha=-0.0468 fmax_ev_per_a=2.717 charge=-2
K 0.69663 1.37987 1.48641 0.967 0.120 0.327
B 2.48527 3.02689 -0.56343 0.864 0.594 0.227
H 2.83932 2.76198 0.49270 0.048 -0.641 1.737
H 3.37639 2.62028 -1.18764 0.816 -0.451 -1.296
H 1.46994 2.56655 -0.80906 -1.929 -0.906 -0.643
H 2.48753 4.19400 -0.49773 -0.382 1.682 -0.493
B 4.66129 0.70562 1.23766 -0.023 -0.079 0.145
H 3.65202 1.08381 1.69351 -1.199 0.020 0.627
H 4.51702 -0.15590 0.45706 -0.385 -1.194 -1.189
H 5.11246 1.63967 0.71358 0.830 1.075 -0.704
H 5.36699 0.28123 2.06812 0.976 -0.500 1.241
B 1.15472 1.79338 4.55821 -0.035 0.006 0.099
H 1.97523 1.33208 3.89711 1.300 -0.780 -0.897
H 1.00828 2.88738 4.18180 -0.609 1.432 -0.519
H 0.21040 1.10627 4.46527 -1.594 -0.732 -0.184
H 1.50389 1.81119 5.66906 0.407 0.002 1.472
C -2.43873 -0.16576 2.95811 -0.496 1.335 0.533
O -2.06044 0.82435 2.01661 0.370 -0.436 -0.201
C -2.65148 2.09680 2.20083 0.358 -0.270 0.031
C -2.59348 2.78223 0.83702 0.370 -1.221 0.754
O -1.25670 2.77450 0.37128 -0.869 0.484 -0.300
C -1.19303 3.42021 -0.89878 0.554 0.236 0.260
H -2.15586 0.12545 3.97535 0.314 0.001 -0.042
H -1.96649 -1.11437 2.72804 -0.115 -0.001 -0.324
H -3.53691 -0.16829 2.95400 -0.074 -0.728 -0.049
H -2.13715 2.65621 2.98884 0.238 0.019 -0.064
H -3.68750 1.96205 2.53839 -0.188 0.158 -0.222
H -3.01173 3.78905 0.91929 -0.010 0.100 -0.258
H -3.17291 2.11925 0.18397 -0.345 0.407 -0.293
H -1.65555 4.40566 -0.78481 0.022 0.092 -0.315
H -1.67289 2.85797 -1.70841 -0.314 -0.158 0.238
H -0.13573 3.50804 -1.15170 -0.013 0.136 0.123
C 2.10191 -0.71914 -1.75032 -0.391 -0.767 0.595
C 0.63171 -1.17153 -1.99210 1.183 1.789 1.104
C 0.66452 -2.03665 -3.22895 0.003 -1.004 -0.496
C -0.59980 -2.89726 -3.40130 0.842 1.179 0.156
C -0.95330 -3.70255 -2.16130 0.434 0.753 -0.408
C -0.97447 -2.85256 -0.87791 -0.795 0.057 0.340
N 0.14110 -1.94338 -0.83935 1.374 -0.889 -1.574
O 0.43820 -1.33224 0.37640 -0.576 -0.191 0.380
C -2.36077 -2.15686 -0.84698 -0.669 0.734 -0.284
C -0.92802 -3.82344 0.30662 -0.551 -0.636 0.286
C -0.07806 0.21009 -2.13219 -2.291 -0.706 -1.279
H 2.77343 -1.54234 -1.48830 -0.100 -0.145 -0.142
H 2.14906 -0.02514 -0.91350 0.270 0.342 -0.333
H 2.43826 -0.26583 -2.68008 0.191 0.271 0.176
H 0.77568 -1.42637 -4.12940 -0.045 0.263 0.161
H 1.58328 -2.63293 -3.20441 -0.128 -0.205 0.228
H -0.51244 -3.55829 -4.26481 -0.138 0.148 -0.134
H -1.28982 -2.06886 -3.60054 -0.863 -0.721 -0.101
H -0.22723 -4.50956 -2.03514 -0.093 -0.124 -0.081
H -1.96007 -4.08243 -2.34374 0.057 -0.447 0.409
H -3.13424 -2.76153 -0.36583 0.149 -0.064 0.156
H -2.36920 -1.15906 -0.40005 0.339 -0.228 0.499
H -2.76131 -1.94511 -1.84551 0.292 -0.216 -0.174
H -1.27960 -3.34618 1.22159 0.186 -0.008 0.053
H -1.60929 -4.65540 0.08836 -0.363 0.275 0.009
H -0.00879 -4.37855 0.50750 0.466 0.692 -0.233
H 0.50860 1.05224 -2.48835 0.458 -0.155 0.401
H -0.69898 0.49960 -1.28130 0.725 0.000 0.512
H -0.89092 0.11682 -2.87994 0.119 -0.099 -0.205
H 1.23976 -1.79320 0.66018 0.059 0.301 0.152


9
Properties=species:S:1:pos:R:3:forces:R:3 method="wB97M-V/def2-TZVPD" e_homo_ha=-0.3366 fmax_ev_per_a=3.721 charge=0
B -0.88382 0.00254 -0.03829 -1.413 -0.869 -0.627
C 1.09403 0.86605 -0.01004 1.358 -0.866 0.853
C 1.33210 -0.44290 0.06072 -3.325 -0.888 -1.413
O -0.19271 1.21222 -0.07645 -1.620 -0.062 0.263
O 0.01154 -1.02834 -0.09181 0.740 -0.340 0.605
O -2.26428 -0.09890 -0.03444 0.003 0.015 0.091
H 1.72248 1.62664 0.28613 1.549 1.578 -0.107
H 2.02268 -1.23773 -0.10809 1.070 0.490 0.416
H -2.84202 -0.89957 0.01226 1.639 0.943 -0.081


12
Properties=species:S:1:pos:R:3:forces:R:3 method="wB97M-V/def2-TZVPD" e_homo_ha=-0.5407 fmax_ev_per_a=3.956 charge=+1
N -0.38113 -1.56523 0.09847 -1.322 -1.992 0.922
C -0.81195 -0.37431 0.84808 2.136 2.871 -0.381
O -1.38052 -0.51604 1.87470 0.193 0.411 -1.206
C -0.04385 0.93072 0.17953 1.007 0.419 2.029
C 1.12753 1.24718 -0.99752 -2.503 0.851 2.943
O 1.32377 0.49307 -1.85337 1.188 -1.405 -1.997
H -1.04128 -1.80683 -0.62462 -0.294 0.106 -0.941
H -0.43514 -2.36416 0.74165 0.369 -0.107 0.052
H 0.53164 -1.43190 -0.26825 1.270 0.030 -0.812
H -0.75747 1.62193 -0.19650 -1.176 0.604 0.022
H 0.40240 1.41366 1.08769 -0.646 -0.238 -0.533
H 1.46599 2.35190 -0.88986 -0.221 -1.550 -0.098


99
Properties=species:S:1:pos:R:3:forces:R:3 method="wB97M-V/def2-TZVPD" e_homo_ha="-0.3093 / -0.2798" fmax_ev_per_a=0.268 charge=+1
Cd -0.71438 2.12417 1.71282 -0.010 -0.056 0.068
O -0.49124 2.57909 -1.69731 0.010 -0.012 -0.062
C 0.34198 3.17764 -0.77942 0.028 0.024 -0.045
N -2.02904 1.75507 -0.06922 0.175 0.001 -0.203
C -3.16141 1.21286 -0.25600 -0.041 -0.032 -0.021
O -3.39447 0.64926 -1.43884 0.019 0.004 0.024
C -4.18226 1.15492 0.81156 -0.003 -0.013 -0.001
C -5.49745 0.82589 0.53699 0.011 0.009 0.014
C -6.39932 0.81383 1.59213 -0.006 -0.003 -0.012
C -5.94300 1.12283 2.85933 -0.004 -0.001 0.012
C -4.59716 1.42948 3.03057 0.011 0.001 -0.008
N -3.72314 1.44722 2.03388 -0.011 -0.001 -0.002
C 1.71054 2.79909 -0.74768 0.006 -0.029 0.011
C 2.26317 1.93192 -1.71072 -0.009 0.008 0.020
C 3.58146 1.55340 -1.58265 0.012 -0.004 -0.005
C 4.33135 2.05028 -0.52232 -0.001 -0.009 -0.012
C 3.70885 2.92177 0.36524 -0.011 0.013 -0.005
N 2.44163 3.29019 0.28074 0.027 0.005 0.005
H -5.79740 0.59541 -0.47522 -0.002 -0.001 0.000
H -7.43927 0.56968 1.42270 0.000 0.001 0.001
H -6.60935 1.12807 3.71042 -0.002 -0.001 -0.001
H -4.20953 1.66808 4.01393 -0.004 0.001 -0.001
H 1.65204 1.58681 -2.53227 -0.001 -0.003 0.000
H 4.02967 0.88519 -2.30757 0.006 0.002 0.002
H 5.37097 1.78612 -0.38783 0.001 -0.002 -0.008
H 4.27368 3.34438 1.19181 -0.004 -0.002 0.000
F 2.18897 -3.63888 -1.88696 -0.002 -0.006 -0.009
C 1.21428 -2.73176 -2.18087 0.027 -0.021 0.030
C 0.95205 -1.71821 -1.30348 -0.004 0.017 -0.015
C -0.03676 -0.75737 -1.62427 0.024 0.008 0.034
C -0.27153 0.32525 -0.75808 -0.038 0.029 0.015
O 0.25793 0.44893 0.40790 -0.037 -0.016 -0.011
C -1.18940 1.42512 -1.21751 -0.082 -0.019 0.174
C -2.18600 1.01882 -2.28910 0.000 -0.017 0.003
N -1.79896 -0.00091 -3.15525 0.034 -0.035 0.007
C -2.40978 -0.06346 -4.45314 0.001 0.001 0.005
C -3.44078 -1.12235 -4.73373 -0.004 0.008 0.002
C -3.85004 0.31616 -4.60153 -0.003 -0.009 -0.002
C -0.77427 -0.91161 -2.83832 -0.070 0.019 -0.060
C -0.46677 -1.94894 -3.69603 0.011 0.007 0.041
C 0.54063 -2.87510 -3.38649 -0.057 0.010 -0.012
N 0.83917 -3.93888 -4.30157 0.053 0.029 -0.039
C 2.19487 -3.94000 -4.84476 -0.018 -0.005 0.016
C 2.13529 -4.63865 -6.21107 -0.008 -0.018 0.002
N 0.92934 -5.54224 -6.19615 -0.002 0.010 0.006
C 0.84467 -6.29383 -4.89992 -0.003 0.007 0.001
C 0.49649 -5.27013 -3.80541 -0.011 -0.033 0.001
C -0.20948 4.38102 -0.03167 -0.016 0.010 -0.014
O -0.28969 5.41227 -0.66650 -0.017 0.044 0.022
O -0.55481 4.19991 1.19831 0.006 0.042 0.045
H 1.51188 -1.61560 -0.38434 0.002 0.000 0.001
H -2.51628 1.89567 -2.84407 0.008 0.002 -0.002
H -1.74352 0.20264 -5.26855 -0.006 0.001 -0.002
H -3.68600 -1.77903 -3.91000 -0.001 -0.002 -0.002
H -3.45607 -1.57717 -5.71491 0.003 0.000 0.000
H -4.39670 0.59263 -3.71173 0.000 0.002 -0.002
H -4.12584 0.86025 -5.49292 0.001 0.001 0.001
H -1.00834 -2.07893 -4.62158 -0.001 0.001 -0.005
H 2.90865 -4.43996 -4.18015 0.005 0.002 -0.006
H 2.52950 -2.91410 -4.97601 0.004 0.000 0.000
H 3.00713 -5.25721 -6.41485 -0.001 -0.001 0.000
H 1.98898 -3.93698 -7.02957 0.005 0.002 -0.001
H 0.92837 -6.16805 -6.99888 0.005 0.001 -0.003
H 0.11010 -4.93113 -6.24320 -0.002 -0.003 -0.003
H 1.81683 -6.75888 -4.74912 0.003 0.001 -0.002
H 0.09309 -7.07303 -4.99953 0.002 -0.003 0.003
H 1.03718 -5.53577 -2.89096 -0.003 0.007 0.002
H -0.57138 -5.28892 -3.58888 0.001 0.007 0.004
C 0.62181 0.36116 6.71594 0.008 -0.001 0.010
C -0.06781 1.41453 5.85672 0.016 0.026 -0.012
C -1.57262 1.18406 5.75629 -0.007 0.000 -0.001
Sb 0.80022 1.54100 3.89024 -0.047 0.019 0.010
C 2.29123 3.06702 4.07955 -0.003 -0.011 -0.023
C 1.61440 4.43436 4.05715 0.000 0.006 0.004
C 3.16546 2.84932 5.30781 0.008 0.004 0.001
C 1.90991 -0.27203 3.61959 0.036 0.011 0.013
C 2.94911 -0.05426 2.52220 0.005 0.018 -0.011
C 0.95985 -1.41361 3.27085 -0.017 -0.006 -0.007
H 0.18149 0.34947 7.71620 -0.001 -0.002 -0.002
H 1.68979 0.55238 6.82784 0.005 0.005 -0.007
H 0.50225 -0.63934 6.29498 -0.004 -0.005 0.000
H 0.11298 2.40497 6.28314 -0.001 -0.002 0.011
H -1.80017 0.23456 5.26428 0.002 0.000 0.002
H -2.06237 1.98033 5.19239 0.000 -0.003 -0.006
H -2.01975 1.15534 6.75328 0.007 -0.003 0.002
H 2.88493 2.95362 3.16964 -0.006 0.005 -0.002
H 0.94427 4.56426 4.91231 0.001 0.000 0.001
H 1.04376 4.59328 3.14006 -0.002 -0.009 0.000
H 2.36987 5.22156 4.11821 0.003 -0.003 0.010
H 2.58471 2.92726 6.23002 -0.003 -0.005 0.006
H 3.94262 3.61637 5.35310 0.001 0.001 -0.001
H 3.66204 1.87633 5.29916 -0.004 -0.002 0.002
H 2.40500 -0.46882 4.57364 0.001 -0.016 -0.007
H 2.47059 0.23627 1.58287 0.010 -0.012 -0.003
H 3.49960 -0.98253 2.34451 -0.006 -0.006 0.000
H 3.67903 0.71284 2.78697 -0.008 0.004 0.005
H 0.46036 -1.21308 2.31979 0.001 -0.002 0.004
H 0.19631 -1.57475 4.03532 -0.003 0.008 0.010
H 1.52120 -2.34616 3.16573 0.000 0.000 -0.002


27
Properties=species:S:1:pos:R:3:forces:R:3 method="wB97M-V/def2-TZVPD" e_homo_ha=-0.4084 fmax_ev_per_a=4.274 charge=0
O -0.20183 0.05924 -0.22792 1.948 0.261 -2.187
H -0.83136 0.08527 0.45380 -0.937 0.615 1.618
H 0.41365 0.82199 -0.18547 -0.891 -0.887 0.595
O -2.64805 -3.23180 -0.93598 -0.557 1.865 2.590
H -2.73406 -4.00259 -0.36205 0.086 -0.384 -0.387
H -2.80396 -2.51625 -0.21161 0.455 -1.487 -2.220
O 2.02590 -3.73959 -0.77908 -1.137 1.604 1.892
H 1.64583 -3.07646 -0.07494 1.175 -1.708 -1.936
H 2.89768 -3.40613 -1.00869 -0.022 0.127 0.093
O 0.46941 1.58095 2.49356 -0.833 0.986 -1.721
H 0.95334 2.33922 2.11189 -0.170 -0.736 0.800
H 0.92839 1.21884 3.22548 0.996 -0.207 0.939
O -5.29186 1.58960 1.85903 -0.578 2.045 0.532
H -5.10090 2.04256 2.70556 -0.112 -0.529 -0.763
H -4.94870 0.72623 1.92789 0.665 -1.509 0.246
O 3.48927 4.17968 -0.83273 -0.091 -3.926 -1.553
H 3.19193 4.76405 -0.21489 -0.907 3.327 2.525
H 2.96260 3.39916 -0.51228 1.021 0.616 -0.978
O -2.32441 2.14633 -1.21686 2.178 1.244 1.256
H -2.42136 1.40221 -1.76596 -0.628 -1.587 -1.227
H -1.34122 2.08254 -1.05139 -1.642 0.303 -0.058
O 1.62794 -2.77877 1.99102 0.437 -2.961 0.363
H 1.95193 -3.77105 1.99297 -0.979 2.959 -0.010
H 0.81928 -2.79831 2.53834 0.544 -0.009 -0.398
O 2.59035 0.39807 -4.32877 1.041 -2.040 1.125
H 2.79707 -0.36795 -3.70019 -0.439 1.609 -1.422
H 1.88312 0.85297 -3.89072 -0.623 0.410 0.287